This record from OMol25 describes a structure of composition C10H36AsF6O12 at a distorted geometry. The level of theory is wB97M-V/def2-TZVPD.

Last column: Mulliken charge in e.
Cartesian coordinates (Å):
O 1.429 -1.852 -4.380  -0.641
H -0.288 -4.673 -0.738  0.411
C 0.506 -6.039 -2.339  -1.421
H -2.125 5.341 2.446  0.228
H 3.630 3.196 -3.940  0.237
H -3.600 -0.037 -3.513  0.193
H -2.110 3.953 -3.497  0.242
O 2.028 -5.917 2.173  -0.651
O -3.064 5.636 -3.115  -0.514
H 3.318 -2.570 4.722  0.327
C -2.582 -6.306 -0.933  0.626
H -1.261 3.782 3.355  0.325
O 6.514 5.059 2.373  -0.509
C -4.689 -0.029 -3.467  -0.385
C -1.805 -4.818 -2.337  -0.478
O 5.590 2.509 -3.670  -0.501
H 5.437 3.783 1.451  0.168
C -2.218 4.623 -2.644  -0.448
H -1.951 -5.230 -3.335  0.287
F 1.668 1.136 0.999  -0.514
F -0.955 -1.281 0.843  -0.470
C 5.261 4.793 1.821  -0.426
C -1.457 5.680 3.237  -0.472
H 4.534 4.693 2.627  0.235
H -2.609 1.747 6.098  0.302
C -2.449 -0.087 6.634  -0.556
C -0.598 -5.311 -1.566  0.304
O -3.419 -7.062 -0.414  -0.596
H 5.770 3.441 -3.524  0.294
H -1.977 6.406 3.862  0.206
H -3.090 -0.512 5.862  0.254
H 3.915 1.452 -4.136  0.187
H -2.659 4.013 -1.856  0.219
H -4.746 -0.228 -5.393  0.284
O -1.156 4.502 3.981  -0.494
H 5.086 5.517 1.025  0.248
F 0.013 0.276 -0.813  -0.531
H -1.593 -3.750 -2.385  0.362
As 0.364 -0.121 0.918  2.074
H -3.875 5.175 -3.343  0.294
H 0.647 -1.449 -4.757  0.306
F 0.501 -0.567 2.692  -0.549
H 6.545 5.960 2.704  0.285
H -4.857 -1.102 -3.375  0.220
O -2.628 1.287 6.940  -0.493
H 1.122 -6.199 2.299  0.320
F -0.745 1.175 1.393  -0.497
H -1.301 5.149 -2.378  0.209
O 3.070 -3.374 5.178  -0.647
H 1.056 -5.255 -2.860  0.398
H -0.518 6.084 2.858  0.204
H -1.410 -0.340 6.424  0.258
H -2.716 -0.678 7.510  0.238
H 1.958 -5.057 1.758  0.322
C 4.170 2.334 -3.549  -0.465
H 0.151 -6.708 -3.123  0.357
O -2.878 -5.123 -1.495  -0.288
H -5.098 0.717 -2.786  0.204
H 1.001 -6.818 -1.760  0.363
H 1.372 -1.658 -3.444  0.334
O -1.200 -6.524 -1.097  -0.326
H 2.774 -3.963 4.484  0.325
H 3.681 2.204 -2.584  0.251
F 1.654 -1.373 0.636  -0.519
O -5.137 0.382 -4.763  -0.514

Results
Largest force on an atom   0.089 hartree/bohr
Orbital gap   0.3744 hartree
Calculated total energy   -112668.860 eV
Charge   -1
E_HOMO   -8.360 eV


This record from OMol25 describes a cluster of 8 separate species, C10H36B3ClO10 in total. The level of theory is wB97M-V/def2-TZVPD.

Last column: Mulliken charge in e.
Cartesian coordinates (Å):
C 4.763 -0.952 -4.874  -0.477
O -0.988 -3.955 -1.795  -0.423
O -2.843 -2.386 1.742  -0.935
H -0.270 -1.095 5.518  0.255
H 0.422 -2.834 -2.716  0.110
H 2.945 4.133 -2.286  0.198
O 2.165 1.656 2.756  -0.381
Cl 1.385 0.069 0.019  -0.251
H -7.320 0.758 1.031  0.260
H -1.459 -4.784 -1.909  0.264
B -2.134 -1.398 1.061  0.670
H -0.767 -1.331 -0.595  0.330
H 5.410 -0.795 -4.003  0.193
H 4.147 -1.839 -4.690  0.200
O 3.988 0.188 -5.177  -0.518
H -4.275 1.084 2.008  -0.112
O -1.241 -2.433 4.346  -0.547
H 0.835 -2.059 2.945  0.279
H 1.332 2.491 -1.736  0.320
C -0.091 -3.780 -2.883  -0.495
H -1.997 -0.757 5.346  0.317
H -0.614 -3.724 -3.841  0.300
H 4.132 2.170 -1.178  0.287
H -0.025 -0.159 1.847  0.060
O 1.035 3.397 -1.856  -0.522
O -4.797 -1.059 1.602  -0.522
H 1.474 -2.776 1.461  0.378
H 5.399 -1.154 -5.735  0.248
H 3.430 0.377 -4.411  0.328
H 2.808 0.355 -1.850  0.219
H 0.657 -4.575 -2.929  0.286
O -2.716 -0.148 0.992  -0.458
O -6.743 1.521 1.111  -0.404
C -7.142 2.503 0.167  -0.582
H -8.162 2.853 0.344  0.265
H 1.726 3.599 3.395  0.267
H -4.852 -3.187 2.279  -0.148
H 4.676 2.218 -2.869  0.326
H -7.065 2.141 -0.862  0.266
H -1.969 -2.462 3.718  0.319
B -3.968 0.046 1.535  0.510
H 1.560 5.072 -2.857  0.285
C 1.307 -1.835 1.986  -1.343
C 2.574 2.960 3.133  -0.589
O 3.139 0.936 -2.542  -0.323
H 3.153 3.452 2.347  0.231
H -6.464 3.346 0.286  0.224
H 5.107 0.839 -1.842  0.330
H -0.875 -0.393 4.016  0.148
C -0.726 -1.675 0.441  -0.958
C 4.326 1.568 -2.069  -0.761
C 0.386 -0.926 1.192  0.947
H 2.014 3.576 -3.693  0.236
C -1.104 -1.104 4.818  -0.504
B -4.214 -2.266 1.893  0.859
C 1.942 4.062 -2.716  -0.526
H 2.267 -1.358 2.180  0.421
H -0.508 -2.741 0.418  0.235
H 1.614 1.718 1.969  0.189
H 3.207 2.852 4.011  0.221

Results
Largest force on an atom   0.011 hartree/bohr
Orbital gap   0.3784 hartree
Calculated total energy   -45984.975 eV
E_HOMO   -9.906 eV


This record from OMol25 describes a cluster of 10 separate species, C10H36N18O12 in total at a distorted geometry. The level of theory is wB97M-V/def2-TZVPD.

Last column: Mulliken charge in e.
Cartesian coordinates (Å):
H -0.715 5.685 1.037  0.140
C 2.454 1.044 4.421  0.472
H -1.143 3.667 1.580  0.215
O -3.465 2.582 -2.831  -0.784
H 2.340 -1.039 -0.802  -0.023
O -0.073 -4.038 -3.021  -0.788
H 2.975 -0.181 2.809  0.273
O 2.742 1.333 5.591  -0.783
N 3.194 -1.535 -1.052  -0.171
H 1.673 1.402 2.670  0.174
O -5.470 -0.881 -1.064  -0.752
C -0.261 -3.040 -2.325  0.333
N 3.158 0.106 3.759  -0.338
C 0.724 0.417 -0.077  -0.686
O -0.084 -0.558 0.233  1.072
O 1.525 0.814 0.805  -0.848
H -0.847 0.790 -2.365  -0.390
H 1.169 -0.745 -5.267  0.138
H -2.016 -0.807 2.327  0.205
N 0.670 -1.362 3.029  0.219
O 0.514 -3.383 3.988  -0.781
H -2.687 -1.460 -2.367  0.223
C 0.175 -2.618 3.085  0.232
C -3.285 0.519 3.326  0.529
O 1.913 3.972 0.833  -0.576
N -0.731 -1.851 -2.719  -0.091
H -3.415 -1.512 2.867  0.188
H -0.758 -3.927 1.791  0.242
H -2.388 2.370 3.633  0.185
N 1.474 -0.134 -4.534  -0.225
H 2.585 -0.379 -6.744  0.137
N 1.541 1.636 3.650  0.002
H -0.675 2.611 -1.328  0.150
H 2.837 -3.285 1.592  0.213
C 0.763 4.300 1.084  0.629
H -0.453 -1.068 -2.130  -0.165
O 3.297 1.010 -3.911  -0.585
H 0.934 2.317 4.063  0.157
H -4.250 -1.446 -3.157  0.169
H -0.522 -2.244 1.297  -0.183
N 2.684 -2.575 0.897  -0.216
O 0.850 0.854 -1.283  -0.973
N -0.536 -2.974 2.005  -0.051
H 0.244 -3.843 -0.490  0.247
H 0.930 0.317 -3.811  0.226
N -2.889 -0.659 2.813  -0.312
N -2.242 1.405 3.406  -0.222
O 4.306 -3.436 -0.369  -0.759
H -0.270 -2.145 -0.510  -0.153
C -2.369 2.233 -2.368  0.396
N -3.672 -1.247 -2.362  -0.177
O -4.374 0.620 3.885  -0.710
H 0.885 6.338 0.672  0.227
H -0.773 -1.797 -3.726  0.169
N 3.130 0.077 -6.039  -0.424
H 3.270 -1.653 -2.049  0.228
N -1.810 1.048 -2.571  0.125
N -3.328 -0.635 -0.222  -0.092
N -1.566 3.013 -1.596  -0.186
H 0.639 -0.875 2.130  -0.277
C 3.427 -2.583 -0.237  0.368
H 1.242 -1.067 3.795  0.187
N -0.227 3.417 1.258  -0.031
H 3.878 -0.326 4.310  0.149
H -3.633 -0.002 0.494  0.045
H -1.300 1.049 3.386  0.156
H 1.846 -2.045 1.061  0.327
C 2.692 0.401 -4.783  0.602
C -4.253 -1.003 -1.151  0.411
H -0.012 2.430 1.140  -0.102
N 0.282 5.600 0.979  -0.454
H -1.804 3.985 -1.531  0.197
H -2.344 -0.771 -0.393  0.369
H 4.066 0.324 -6.309  0.221
N -0.073 -3.031 -0.985  0.115
H -2.314 0.471 -3.224  0.249

Results
Largest force on an atom   0.060 hartree/bohr
Orbital gap   0.2650 hartree
Calculated total energy   -62358.534 eV
Charge   -2
ΔE to the lowest compared entry with this formula, charge and spin   67.5 kcal/mol
E_HOMO   -3.171 eV


This record from OMol25 describes a structure of composition C10H37N2PdSi4 at a distorted geometry. The level of theory is wB97M-V/def2-TZVPD.

Last column: Löwdin spin population.
Cartesian coordinates (Å):
Si 1.448 -1.580 -1.104  0.124
H 2.410 -0.171 -2.930  0.001
C 2.463 2.437 0.232  0.060
H 2.156 2.865 -0.729  0.002
H 0.959 -3.281 -2.792  0.001
C 0.333 -2.537 -2.270  0.049
C -0.326 2.974 1.481  0.022
H 3.037 -3.347 -0.482  0.006
Si 1.037 1.702 1.208  0.180
Si 0.049 -0.033 -0.064  0.726
H -3.184 2.868 -1.863  0.007
H 0.098 3.823 2.042  0.004
H -0.123 -1.878 -3.019  0.046
H 2.213 2.040 3.333  0.005
H 0.170 2.368 -3.477  0.023
H 0.941 -2.748 2.451  0.000
H 0.279 2.899 -1.793  0.034
H -1.730 0.669 2.983  0.000
N -2.943 0.047 -1.046  0.080
H -1.168 2.571 2.062  0.000
H -3.071 0.058 1.983  0.001
H 1.319 1.623 -2.454  0.021
H 1.563 -3.519 0.494  0.000
H -2.195 -3.447 1.718  0.011
Pd -1.157 0.968 -1.864  1.272
N -2.600 2.509 -2.605  0.155
H -1.296 -3.367 0.191  0.000
H -2.839 -2.492 0.372  0.001
H -2.569 -0.830 3.437  0.008
H 2.773 -2.283 0.914  0.001
H 2.894 3.243 0.846  0.011
C 2.278 -2.797 0.086  0.035
C 1.688 1.177 2.897  0.024
H -0.682 -0.230 -3.088  0.334
H -3.202 2.044 -3.309  0.008
C -1.914 -2.785 0.885  0.064
C 0.266 1.979 -2.466  0.238
Si -0.982 -1.330 1.645  0.284
C 2.801 -0.688 -2.045  0.027
H 3.251 1.694 0.047  0.000
H 3.345 0.027 -1.417  0.001
H 0.879 0.884 3.577  0.000
H 0.770 -1.296 3.461  0.000
C 0.214 -2.059 2.901  0.053
H -0.467 -3.080 -1.747  0.001
H -2.780 -0.973 -0.985  0.006
H -2.148 3.300 -3.085  0.004
H 3.515 -1.455 -2.380  0.005
H 2.400 0.347 2.808  0.001
H -3.710 0.211 -1.659  0.006
C -2.200 -0.239 2.584  0.039
H -0.730 3.371 0.538  0.003
H -3.147 0.382 -0.129  0.009
H -0.389 -2.634 3.625  0.011

Results
⟨S²⟩   6.0117
Largest force on an atom   0.130 hartree/bohr
Multiplicity   5
Orbital gap (spin up / spin down)   0.1989 / 0.1965 hartree
Calculated total energy   -48930.534 eV
Charge   +1
E_HOMO (spin up / spin down)   -7.887 / -11.968 eV